{
  "formula": "C42H78Br28FN3O5",
  "method": "the ωB97M-V functional and the def2-TZVPD basis",
  "mol_weight_g_mol": 2961.412,
  "charge": 0,
  "total_energy_ev": -2023431.2734,
  "elements": ["Br", "Br", "Br", "Br", "Br", "Br", "Br", "Br", "Br", "Br", "Br", "Br", "Br", "Br", "Br", "Br", "Br", "Br", "Br", "Br", "Br", "Br", "Br", "Br", "Br", "Br", "Br", "Br", "F", "O", "O", "O", "O", "O", "N", "N", "N", "C", "C", "C", "C", "C", "C", "C", "C", "C", "C", "C", "C", "C", "C", "C", "C", "C", "C", "C", "C", "C", "C", "C", "C", "C", "C", "C", "C", "C", "C", "C", "C", "C", "C", "C", "C", "C", "C", "C", "C", "C", "C", "H", "H", "H", "H", "H", "H", "H", "H", "H", "H", "H", "H", "H", "H", "H", "H", "H", "H", "H", "H", "H", "H", "H", "H", "H", "H", "H", "H", "H", "H", "H", "H", "H", "H", "H", "H", "H", "H", "H", "H", "H", "H", "H", "H", "H", "H", "H", "H", "H", "H", "H", "H", "H", "H", "H", "H", "H", "H", "H", "H", "H", "H", "H", "H", "H", "H", "H", "H", "H", "H", "H", "H", "H", "H", "H", "H", "H", "H"],
  "coordinates": [[-1.149875, 0.143582, -5.304172], [-2.122778, 4.176766, 1.744841], [7.749248, -7.288293, -4.623254], [8.862490, -4.104869, -6.071523], [3.962816, -4.115558, -3.993831], [-3.664601, 4.525199, -1.862594], [-6.828097, 4.476662, 0.261050], [2.129044, 4.996980, 0.351108], [14.945532, -4.537673, -2.988983], [11.435205, -3.466312, -2.604143], [2.016256, -4.584193, 10.940635], [-10.463101, 4.673048, -0.115677], [-7.448810, 3.723408, 5.603195], [2.214081, -1.016579, 5.981145], [-7.690784, 6.491817, 3.148773], [2.448610, 1.715343, 1.977218], [-9.459578, -0.688051, 8.706195], [-3.590046, 0.921720, -1.428904], [3.115151, 7.537588, -9.597850], [2.405073, -1.019505, 10.163723], [-4.859093, 1.702255, 1.777579], [-7.017221, 5.533473, -3.968668], [1.898082, -4.667891, 6.486332], [0.196452, 5.289655, -9.433225], [-6.684627, 9.156355, -4.594431], [4.048708, -7.728686, -3.335611], [-10.381695, 0.386444, 5.300133], [-0.066668, 3.603901, -5.915560], [-1.529080, 0.781089, 2.560920], [-1.943085, -2.273207, -0.499356], [1.611491, -5.705827, -0.502169], [2.215753, -1.376414, 0.251967], [0.780901, -3.151676, -0.122776], [-2.706107, -4.250892, -0.484340], [1.553444, 0.418037, -2.185303], [0.328992, -1.848870, 2.916003], [-2.070954, -3.524906, -1.123634], [-0.265956, 2.129798, -7.167130], [5.403758, -0.819799, 1.228326], [-8.994711, 4.759989, 5.035290], [4.546174, -1.861823, 0.509183], [-4.303877, 2.964060, 3.155435], [-3.412525, 1.965499, -3.065015], [-8.621247, 0.108923, 6.083566], [0.543764, -1.896625, 1.769883], [4.324140, -6.767100, -5.005004], [-9.122254, 3.956344, -1.335326], [1.398844, 7.789704, -8.717134], [0.472060, -6.267637, 0.117376], [-6.079792, 6.893920, -2.939783], [3.010799, -3.211310, 11.895573], [-8.036142, 3.221835, -0.605170], [-1.687808, 0.101976, 1.358953], [3.148798, -1.999165, 1.138269], [9.469142, -6.823500, -5.406345], [0.915010, -1.848468, 0.334975], [-6.838125, 8.192581, -2.910859], [1.686389, 4.462371, 2.169640], [-0.420648, 0.333142, 0.549361], [-8.955553, 5.075755, 3.564834], [1.571804, -3.456816, -1.268821], [2.278301, -1.897185, 11.894210], [-1.100271, -1.427894, -1.246943], [0.869090, -0.149901, -1.408410], [9.866605, -5.418732, -5.045286], [5.093392, -5.494284, -4.783494], [0.634207, -2.097865, 6.330277], [0.013019, -0.798059, -0.411742], [-3.870035, 4.285946, 2.585354], [-2.604454, 3.208657, -2.823803], [0.898523, 6.514699, -8.094678], [13.009689, -2.423473, -3.073351], [-8.603464, -1.081275, 7.003576], [-1.471494, 1.291582, -6.843431], [13.941658, -3.191561, -3.970730], [2.689173, 3.493175, 2.728288], [1.321056, -4.902148, -1.617454], [0.909118, -3.206539, 7.310464], [0.792053, -6.629243, 1.556526], [1.670681, 5.977710, -7.555114], [4.773332, -0.080932, 1.700762], [10.179538, -7.538688, -4.998380], [1.222229, -2.007441, 12.114376], [-3.516658, 2.468935, 3.715055], [2.935254, -3.053041, 1.263662], [14.688565, -2.527799, -4.399307], [-9.116322, -1.940813, 6.586328], [2.005342, -5.149730, -2.420775], [2.726790, -1.207756, 12.605722], [1.337981, -2.827561, -2.124258], [-0.024232, -3.647794, 7.653023], [-5.990588, 6.481787, -1.935908], [9.702888, -5.188103, -3.999784], [0.250121, -5.991557, 2.240246], [-7.580104, -1.353545, 7.250210], [-7.952643, -0.051213, 5.240622], [2.628521, -3.381787, -1.054548], [4.401633, -1.502854, -0.501714], [1.488884, -2.882963, 8.165986], [-9.922189, 5.449863, 3.236844], [-5.173704, 3.103387, 3.790699], [-6.421153, 8.856526, -2.157642], [-1.652838, -0.624168, -1.716645], [-8.674774, 4.222945, 2.954082], [-0.640077, -1.975772, -2.059132], [-1.702604, 0.617214, -7.664245], [-0.342876, -5.555921, 0.127953], [-2.345847, 1.891213, -6.612013], [0.162874, -7.153125, -0.430872], [5.434583, -5.081170, -5.729881], [0.304352, -5.048322, -1.968281], [0.719044, 8.185463, -9.463592], [0.460874, -7.634417, 1.770041], [0.065564, 6.717099, -7.425569], [5.942059, -5.616716, -4.123424], [4.885788, -7.444575, -5.642895], [-3.773897, 5.025114, 3.377289], [-2.906902, 1.307438, -3.770454], [-1.810029, -0.935769, 1.630319], [3.714975, 3.781991, 2.526548], [6.064699, -1.260374, 1.962956], [-4.417902, 2.179581, -3.412628], [-0.589098, 1.203911, -0.076149], [-7.897584, 8.054155, -2.724579], [-0.375111, 2.595707, -8.144276], [-4.545373, 4.656901, 1.826087], [-9.855719, 4.135218, 5.262831], [1.678638, 5.381986, 2.749814], [-2.319095, 3.674938, -3.763664], [-2.592442, 0.496149, 0.908726], [-7.422251, 2.656386, -1.303398], [5.043507, -2.819643, 0.466994], [9.378426, -6.975269, -6.476319], [-8.353889, 1.031957, 6.584535], [0.419477, 0.588733, 1.182313], [-8.407564, 2.556953, 0.167700], [0.296843, -2.461043, 5.365043], [-8.712263, 4.787552, -1.893095], [0.659663, 1.565382, -7.136088], [6.017383, -0.272195, 0.526037], [13.474355, -2.124283, -2.140528], [-5.093192, 6.991035, -3.379349], [-9.016009, 5.647931, 5.657242], [3.123025, -3.584747, 12.910691], [1.845378, -6.519934, 1.764738], [-9.664817, 3.291216, -2.002936], [2.548572, 3.377536, 3.800607], [3.343360, -6.593935, -5.434423], [3.167124, -1.495357, 2.092780], [-1.714522, 3.024261, -2.229885], [0.687107, 4.046993, 2.139084], [12.629546, -1.543436, -3.586756], [10.909563, -5.239484, -5.292081], [-0.102182, -1.406270, 6.733318], [13.419629, -3.709962, -4.767418], [3.984815, -3.145894, 11.423291], [1.574141, 8.540765, -7.950778]],
  "forces_ev_per_a": [[0.093, -0.060, -0.036], [0.058, -0.003, -0.093], [0.374, -0.342, -0.081], [-0.041, 0.000, 0.078], [0.138, 0.109, -0.064], [0.088, 0.023, 0.037], [-0.222, 0.045, -0.028], [-0.068, -0.065, 0.011], [-0.067, -0.022, -0.047], [0.134, 0.097, 0.145], [0.061, 0.036, -0.047], [0.071, 0.040, -0.024], [0.063, 0.063, 0.020], [0.020, -0.044, -0.007], [0.042, 0.040, 0.160], [0.346, 0.153, 0.060], [-0.032, -0.037, -0.050], [-0.441, 0.287, -0.316], [-0.063, 0.004, -0.036], [-0.054, 0.024, -0.008], [-0.072, 0.066, 0.231], [0.091, 0.024, -0.104], [0.033, 0.032, 0.037], [0.052, -0.020, -0.037], [-0.061, -0.032, 0.010], [-0.059, 0.051, -0.015], [0.031, 0.098, 0.040], [0.047, -0.042, 0.067], [-0.083, 0.368, 0.380], [-0.341, 0.198, 0.419], [0.184, -0.062, 0.030], [-0.184, 0.200, 0.173], [-0.026, 0.044, -0.296], [-0.299, -0.159, 0.269], [-2.331, -1.834, 2.310], [0.432, -0.277, -2.437], [0.393, 0.049, -0.395], [-0.041, 0.226, -0.066], [0.090, -0.102, -0.253], [-0.048, -0.188, 0.002], [-0.313, 0.720, 0.229], [-0.136, -0.124, 0.013], [0.125, -0.250, -0.049], [-0.064, -0.081, -0.187], [-0.785, 0.055, 2.866], [0.095, -0.183, 0.100], [-0.198, -0.073, 0.112], [0.223, 0.030, 0.021], [0.146, -0.045, 0.376], [-0.087, -0.111, 0.131], [-0.144, -0.196, 0.069], [0.281, -0.047, -0.031], [0.563, -0.259, 0.534], [1.346, -0.358, -0.518], [-0.047, -0.123, 0.160], [0.029, 0.101, 0.294], [0.091, 0.143, -0.101], [0.107, 0.215, -0.111], [-0.668, 0.162, -0.786], [0.014, 0.172, -0.095], [-0.043, -0.671, -0.199], [0.120, 0.181, -0.091], [0.448, 0.015, -0.361], [2.558, 2.088, -2.673], [-0.020, 0.069, -0.277], [-0.301, 0.345, -0.061], [0.009, 0.105, 0.000], [0.379, -0.026, 0.169], [0.180, -0.014, 0.049], [-0.106, 0.179, -0.001], [-0.194, -0.037, -0.017], [-0.224, 0.028, -0.088], [0.047, 0.050, 0.203], [0.025, -0.210, 0.044], [0.223, -0.034, 0.115], [-0.042, -0.208, 0.115], [0.037, 0.132, 0.095], [-0.032, -0.144, -0.119], [-0.340, 0.037, -0.011], [0.036, 0.009, 0.005], [-0.136, 0.200, 0.274], [0.019, 0.029, 0.039], [-0.017, -0.052, 0.021], [0.066, 0.023, -0.026], [-0.465, -0.216, 0.110], [-0.016, 0.041, 0.010], [-0.013, -0.002, -0.044], [0.032, -0.202, -0.184], [0.037, -0.027, 0.014], [-0.046, 0.283, -0.111], [-0.030, 0.024, -0.023], [-0.044, 0.015, -0.004], [-0.026, -0.079, -0.008], [-0.032, 0.327, 0.227], [0.026, 0.029, -0.028], [0.015, -0.025, 0.006], [0.298, 0.318, 0.194], [-0.106, -0.186, -0.388], [0.027, 0.029, 0.038], [-0.025, -0.016, 0.012], [-0.074, 0.049, -0.001], [0.034, -0.033, 0.025], [-0.276, 0.038, 0.127], [-0.008, -0.035, 0.013], [0.016, -0.449, -0.125], [0.037, 0.009, -0.030], [-0.269, 0.224, -0.254], [-0.002, 0.048, -0.021], [-0.135, -0.183, -0.268], [0.021, -0.030, -0.017], [-0.308, -0.095, -0.045], [-0.046, -0.017, -0.003], [0.145, -0.411, 0.123], [-0.006, 0.023, -0.002], [-0.195, 0.103, 0.019], [0.042, 0.023, -0.020], [-0.008, -0.031, 0.038], [-0.042, 0.124, 0.080], [-0.231, -0.324, -0.102], [0.005, 0.046, -0.033], [0.052, -0.078, 0.313], [-0.019, 0.054, 0.015], [0.016, 0.315, -0.090], [-0.019, -0.034, 0.022], [-0.031, 0.012, 0.004], [-0.092, -0.011, -0.034], [-0.002, -0.026, -0.036], [0.021, -0.005, 0.029], [-0.027, -0.040, -0.035], [0.162, -0.101, -0.178], [0.008, 0.023, -0.039], [0.123, -0.283, -0.056], [0.010, 0.045, -0.030], [0.008, 0.006, 0.042], [-0.181, -0.146, 0.243], [-0.026, 0.002, 0.022], [0.009, 0.020, -0.021], [-0.106, 0.072, -0.080], [-0.002, -0.048, 0.032], [0.299, 0.051, -0.213], [0.061, -0.025, 0.007], [0.005, 0.018, -0.010], [0.015, 0.047, -0.024], [-0.020, 0.025, 0.021], [0.334, -0.126, -0.021], [0.030, -0.031, 0.004], [-0.042, 0.012, 0.006], [-0.012, 0.048, -0.008], [-0.430, 0.098, 0.428], [0.022, -0.039, -0.005], [-0.057, -0.050, 0.048], [0.008, -0.005, -0.036], [0.028, -0.046, 0.017], [-0.001, -0.019, 0.058], [-0.049, 0.025, -0.020], [0.017, 0.045, -0.016], [-0.018, -0.023, 0.041]]
}